DFT (ωB97M-V/def2-TZVPD) results for 2 unconnected molecules or ions with the total composition C2H3FO2 in a non-equilibrium geometry.

Geometry as XYZ:
```
8
Properties=species:S:1:pos:R:3:forces:R:3
C -1.587 -0.344 0.207 -0.29 -0.06 0.55
C 1.392 0.191 0.577 0.10 -1.35 1.23
O -1.162 -0.312 -0.908 0.11 -0.01 -0.44
O 1.340 1.134 -0.254 0.13 1.09 -1.06
F 1.950 -0.905 0.012 -0.12 0.61 -0.21
H -2.360 0.356 0.565 -0.07 0.11 -0.09
H -1.239 -1.069 0.960 0.11 -0.09 -0.06
H 1.666 0.950 -1.160 0.02 -0.30 0.07
```
Forces are in eV/Å.

F_max ... 1.83 eV Å⁻¹
Frontier orbital gap ... 10.88 eV
Electronic energy ... -328.2508 hartree
LUMO ... 0.69 eV
Relative energy (zero: lowest compared OMol25 entry of this formula, charge and spin) ... 65.4 kcal per mole
Highest occupied orbital energy ... -10.187 eV

Charges per atom according to natural (NBO) partitioning, unit e:
1 C 0.2885
2 C 0.5349
3 O -0.5147
4 O -0.6541
5 F -0.3731
6 H 0.1061
7 H 0.1145
8 H 0.4979